Record 1
This record from the OMol25 dataset describes a structure of composition C13H15CoN2O6 in a non-equilibrium geometry. The level of theory is the ωB97M-V functional and the def2-TZVPD basis.

Cartesian coordinates (Å):
Co -0.042 -0.125 0.011
N 1.841 -0.257 -1.271
C 2.652 0.895 -0.843
C 2.561 1.057 0.686
O 3.564 1.424 1.325
N 1.353 0.760 1.130
C 1.117 0.714 2.553
C 0.030 -0.345 2.844
O -0.248 -0.624 4.007
O -0.528 -0.853 1.796
H 2.291 -1.122 -0.997
H 1.683 -0.275 -2.270
H 2.238 1.796 -1.299
H 3.703 0.810 -1.127
H 0.748 1.675 2.933
H 2.026 0.470 3.107
C -4.102 5.135 -1.508
O -4.726 3.987 -2.045
C -4.033 2.821 -1.969
C -4.661 1.705 -2.556
C -4.057 0.484 -2.483
C -2.797 0.289 -1.873
C -2.208 -1.004 -1.723
C -2.959 -2.271 -2.047
O -1.048 -1.173 -1.296
C -2.119 1.451 -1.334
O -0.951 1.429 -0.829
C -2.808 2.695 -1.367
H -4.769 5.968 -1.719
H -3.131 5.318 -1.977
H -3.961 5.050 -0.428
H -5.617 1.836 -3.045
H -4.560 -0.362 -2.935
H -3.957 -2.099 -2.439
H -3.033 -2.862 -1.134
H -2.380 -2.853 -2.764
H -2.300 3.528 -0.904

The max |F| comes out at 0.021 hartree/bohr. The calculation puts the HOMO-LUMO gap (alpha / beta) at 7.1251 / 7.0082 eV. The calculation puts the molecular weight at 354.20 g mol⁻¹. As for the total charge: -1. The multiplicity is 4.

For reference, the Löwdin charges in units of e are: 0.75 -0.01 -0.17 -0.58 -0.05 -0.06 -0.14 -0.64 -0.01 -0.13 0.09 0.08 0.11 0.10 0.12 0.11 -0.09 -0.08 -0.29 -0.03 -0.04 -0.09 -0.36 0.00 -0.05 -0.32 -0.08 0.05 0.09 0.09 0.10 0.11 0.10 0.05 0.10 0.09 0.11

---

Record 2
This record from the OMol25 dataset describes a cluster of 5 separate species, C64H46BrF9O10PS in total in a non-equilibrium geometry. The level of theory is the ωB97M-V functional and the def2-TZVPD basis.

Cartesian coordinates (Å):
F -1.595 -0.053 -7.818
C -1.432 -1.402 -7.409
F -0.659 -2.059 -8.381
C -0.529 -1.441 -6.070
C -1.022 -0.472 -4.914
C -1.926 -1.110 -3.776
C -1.446 -2.515 -3.207
C -2.732 -3.141 -2.446
O -3.579 -2.216 -1.758
P -3.427 -2.284 -0.025
O -2.656 -3.879 -0.035
C -2.434 -4.307 -1.376
Br -3.595 -5.916 -1.585
C -2.831 -2.070 -7.075
F -2.771 -3.088 -6.119
F -3.611 -1.053 -6.478
S -3.830 -2.718 -8.529
F -4.604 -3.808 -7.509
F -2.754 -3.918 -8.886
F -3.186 -1.643 -9.601
F -5.059 -1.629 -8.210
F -4.780 -3.285 -9.770
H -0.359 -2.520 -5.781
H 0.491 -1.049 -6.420
H -0.082 -0.059 -4.401
H -1.519 0.447 -5.384
H -3.030 -1.209 -4.028
H -1.891 -0.381 -2.891
H -0.619 -2.390 -2.426
H -1.160 -3.288 -3.983
H -3.408 -3.515 -3.300
H -3.778 -0.863 -0.064
H -4.786 -2.775 0.025
H -3.441 -2.137 1.416
H -2.047 -1.790 -0.068
H -1.337 -4.567 -1.597
C 3.082 -7.406 -4.851
C 4.105 -8.262 -4.449
C 4.642 -8.154 -3.172
C 4.165 -7.181 -2.295
C 3.157 -6.308 -2.706
C 2.608 -6.430 -3.982
C 2.675 -5.238 -1.801
O 1.794 -4.478 -2.157
C 3.290 -5.102 -0.461
C 2.887 -4.064 0.380
C 3.449 -3.937 1.645
C 4.407 -4.850 2.079
C 4.815 -5.882 1.243
C 4.264 -6.004 -0.033
C 4.730 -7.084 -0.930
O 5.573 -7.882 -0.552
H 2.657 -7.497 -5.845
H 4.483 -9.015 -5.133
H 5.435 -8.826 -2.863
H 1.815 -5.763 -4.302
H 2.139 -3.352 0.049
H 3.138 -3.126 2.295
H 4.840 -4.754 3.070
H 5.566 -6.586 1.586
C -2.601 1.902 2.966
C -2.693 3.055 3.743
C -2.731 4.304 3.134
C -2.666 4.405 1.746
C -2.550 3.252 0.968
C -2.529 1.998 1.581
C -2.430 3.348 -0.506
O -2.332 2.346 -1.186
C -2.423 4.689 -1.137
C -2.254 4.800 -2.517
C -2.259 6.052 -3.121
C -2.442 7.198 -2.350
C -2.605 7.092 -0.974
C -2.587 5.838 -0.364
C -2.726 5.740 1.108
O -2.882 6.744 1.784
H -2.581 0.928 3.441
H -2.736 2.979 4.825
H -2.808 5.198 3.745
H -2.453 1.095 0.983
H -2.114 3.911 -3.123
H -2.121 6.135 -4.194
H -2.453 8.174 -2.823
H -2.743 7.988 -0.378
C -9.340 4.317 8.478
C -10.099 5.443 8.170
C -9.515 6.518 7.512
C -8.164 6.476 7.170
C -7.398 5.358 7.500
C -7.992 4.273 8.146
C -5.950 5.319 7.187
O -5.281 4.342 7.473
C -5.328 6.491 6.530
C -3.956 6.493 6.281
C -3.365 7.583 5.652
C -4.143 8.670 5.262
C -5.509 8.675 5.514
C -6.103 7.589 6.157
C -7.554 7.619 6.452
O -8.236 8.572 6.116
H -9.800 3.475 8.984
H -11.149 5.482 8.441
H -10.112 7.391 7.269
H -7.404 3.396 8.393
H -3.344 5.649 6.579
H -2.297 7.584 5.464
H -3.682 9.517 4.765
H -6.109 9.526 5.212
C 10.191 1.544 2.708
C 9.100 2.015 1.981
C 8.384 1.150 1.162
C 8.764 -0.187 1.059
C 9.871 -0.653 1.768
C 10.577 0.214 2.603
C 10.316 -2.059 1.629
O 11.281 -2.467 2.252
C 9.575 -2.958 0.716
C 10.015 -4.269 0.530
C 9.317 -5.123 -0.315
C 8.173 -4.676 -0.972
C 7.734 -3.370 -0.794
C 8.440 -2.505 0.042
C 7.983 -1.105 0.197
O 6.986 -0.711 -0.380
H 10.744 2.218 3.354
H 8.807 3.057 2.055
H 7.532 1.521 0.602
H 11.431 -0.146 3.167
H 10.903 -4.624 1.041
H 9.664 -6.141 -0.462
H 7.625 -5.347 -1.626
H 6.845 -3.026 -1.311

The max |F| comes out at 0.080 hartree/bohr. The calculation puts the HOMO-LUMO gap at 4.3743 eV. The calculation puts the molecular weight at 1288.99 g mol⁻¹. As for the total charge: -1.

Results of the Löwdin charge analysis, in e, for atoms 1 through 99: 0.06 -0.35 0.05 -0.08 -0.18 -0.19 -0.15 -0.41 -0.40 0.36 -0.44 -0.71 0.55 -0.33 0.09 0.07 0.97 -0.18 -0.16 -0.16 -0.18 -0.17 0.12 0.14 0.12 0.12 0.11 0.12 0.12 0.10 0.12 -0.06 -0.02 -0.08 -0.03 0.10 -0.06 -0.06 0.00 -0.09 -0.08 0.01 -0.28 0.11 -0.08 0.02 -0.05 -0.06 0.00 -0.09 -0.29 0.09 0.11 0.10 0.12 0.12 0.13 0.11 0.11 0.12 -0.04 -0.06 -0.01 -0.09 -0.08 0.02 -0.28 0.12 -0.08 0.00 -0.06 -0.07 -0.01 -0.09 -0.28 0.08 0.11 0.10 0.10 0.11 0.12 0.10 0.10 0.12 -0.06 -0.06 0.00 -0.08 -0.08 0.00 -0.28 0.10 -0.08 0.00 -0.06 -0.05 0.00 -0.08 -0.28

---

Record 3
This record from the OMol25 dataset describes the molecule C5H6O. The level of theory is the ωB97M-V functional and the def2-TZVPD basis.

Cartesian coordinates (Å):
C -1.800 0.959 -0.319
C -0.771 -0.010 0.230
O -0.927 -0.564 1.304
C 0.475 -0.125 -0.535
C 1.635 -0.551 0.140
C 2.454 -0.686 1.096
H -2.808 0.622 -0.068
H -1.709 1.124 -1.396
H -1.634 1.920 0.184
H 0.522 0.103 -1.595
H 1.563 -1.357 -0.683
H 2.999 -1.435 1.643

The value obtained for the energy above the lowest of the compared OMol25 structures with the same formula, charge and spin is 113.8 kcal per mole. The max |F| comes out at 0.015 hartree/bohr. The calculation puts the HOMO-LUMO gap (alpha / beta) at 7.7535 / 7.7340 eV. The calculation puts the molecular weight at 82.10 g mol⁻¹. As for the total charge: 0.

For reference, the Löwdin charges in units of e are: -0.02 -0.47 0.07 -0.05 -0.29 0.18 0.08 0.07 0.09 0.11 0.19 0.04

---

Record 4
This record from the OMol25 dataset describes a structure of composition C6H8Br2 in a non-equilibrium geometry. The level of theory is the ωB97M-V functional and the def2-TZVPD basis.

Cartesian coordinates (Å):
C -0.127 -0.352 0.069
C -0.651 -0.734 -1.098
C 1.054 -0.515 0.825
C -0.488 0.619 1.117
C -1.985 -0.315 -1.657
C 2.257 0.364 0.707
Br -1.782 -0.019 2.517
Br -0.189 2.448 1.056
H -0.197 -1.506 -1.588
H 1.157 -1.343 1.642
H -2.414 -1.189 -1.953
H -1.711 0.240 -2.564
H -2.680 0.389 -1.105
H 2.335 1.145 1.466
H 2.301 1.058 -0.268
H 3.122 -0.289 0.832

The value obtained for the energy above the lowest of the compared OMol25 structures with the same formula, charge and spin is 26.9 kcal per mole. The max |F| comes out at 0.075 hartree/bohr. The calculation puts the HOMO-LUMO gap at 8.7129 eV. The calculation puts the molecular weight at 239.94 g mol⁻¹. As for the total charge: 0.

For reference, the Löwdin charges in units of e are: -0.45 -0.06 -0.17 -1.09 -0.06 -0.15 0.56 0.73 0.09 0.16 0.03 0.08 0.11 0.04 0.12 0.07

---

Record 5
This record from the OMol25 dataset describes the molecule C4H3NOS in a non-equilibrium geometry. The level of theory is the ωB97M-V functional and the def2-TZVPD basis.

Cartesian coordinates (Å):
C -2.782 0.154 1.425
C -1.655 0.034 0.953
C -0.329 -0.082 0.408
C 1.674 0.041 -0.991
H -3.747 0.154 1.871
H 2.411 0.800 -0.842
H 1.904 -0.494 -1.914
N 0.611 -0.802 0.929
O 1.728 -0.894 0.141
S -0.008 0.714 -1.095

The value obtained for the energy above the lowest of the compared OMol25 structures with the same formula, charge and spin is 69.8 kcal per mole. The max |F| comes out at 0.061 hartree/bohr. The calculation puts the HOMO-LUMO gap at 9.2387 eV. The calculation puts the molecular weight at 113.14 g mol⁻¹. The SMILES is C#CC1=NOCS1. As for the total charge: 0.

For reference, the Löwdin charges in units of e are: 0.15 -0.13 -0.66 -0.40 0.03 0.07 0.08 0.05 -0.16 0.97

---

Record 6
This record from the OMol25 dataset describes a structure of composition C16H15N5SbSe4V in a non-equilibrium geometry. The level of theory is the ωB97M-V functional and the def2-TZVPD basis.

Cartesian coordinates (Å):
V -0.310 -0.151 0.025
C 2.507 -0.382 1.446
N 2.089 0.074 0.106
C 2.464 1.450 -0.243
C 1.276 2.368 -0.327
N 0.054 1.983 -0.116
C -0.733 3.138 -0.305
C -2.110 3.301 -0.192
C -2.615 4.563 -0.427
C -1.775 5.643 -0.766
C -0.407 5.487 -0.875
C 0.087 4.207 -0.634
N 1.381 3.684 -0.641
C 1.361 -0.401 2.404
N 0.143 -0.155 2.039
C -0.642 -0.299 3.195
C -2.015 -0.162 3.357
C -2.517 -0.362 4.627
C -1.681 -0.711 5.703
C -0.315 -0.863 5.541
C 0.176 -0.642 4.258
N 1.465 -0.695 3.724
H 3.304 0.256 1.839
H 2.902 -1.394 1.363
H 2.372 -0.592 -0.597
H 2.970 1.458 -1.210
H 3.172 1.858 0.483
H -2.737 2.452 0.054
H -3.683 4.725 -0.355
H -2.211 6.617 -0.946
H 0.239 6.315 -1.138
H 2.228 4.171 -0.871
H -2.644 0.052 2.504
H -3.586 -0.294 4.786
H -2.120 -0.890 6.677
H 0.326 -1.144 6.367
H 2.297 -0.996 4.197
Se -3.232 -4.148 -1.981
Sb -2.333 -2.779 -0.231
Se -2.550 -0.266 -0.647
Se 0.171 -2.429 -0.489
Se -2.840 -3.346 2.049

The max |F| comes out at 0.038 hartree/bohr. The calculation puts the HOMO-LUMO gap (alpha / beta) at 4.7002 / 4.9921 eV. The calculation puts the molecular weight at 765.88 g mol⁻¹. As for the total charge: -1. The multiplicity is 4.

For reference, the Löwdin charges in units of e are: -0.10 -0.12 -0.11 -0.11 -0.30 0.08 -0.19 -0.01 -0.08 -0.10 -0.03 -0.18 0.16 -0.32 0.06 -0.20 -0.05 -0.09 -0.09 -0.03 -0.18 0.17 0.12 0.13 0.08 0.13 0.12 0.05 0.10 0.10 0.10 0.16 0.08 0.10 0.10 0.10 0.16 -0.28 -0.30 0.02 -0.02 -0.23